Computed, not measured: C7H16N2 as an isolated structure at a distorted geometry, with wB97M-V/def2-TZVPD.

Atoms and positions in Å:
C (-0.324, 0.342, -0.388)
C (0.414, -0.665, 0.332)
C (0.584, -0.244, -1.972)
C (-1.796, 0.099, -0.643)
C (0.024, 1.778, -0.103)
C (2.088, -0.381, -2.031)
C (-0.188, -0.437, 2.185)
N (-1.274, -1.123, 2.677)
N (0.442, 0.381, 2.953)
H (-1.743, -1.687, 1.981)
H (-1.480, -1.092, 3.671)
H (0.048, 0.443, 3.901)
H (1.472, -0.463, 0.484)
H (0.141, -1.701, 0.156)
H (0.247, 0.596, -2.584)
H (0.086, -1.135, -2.360)
H (-0.412, 2.453, -0.844)
H (-2.367, 0.424, 0.229)
H (-2.147, 0.688, -1.495)
H (-2.012, -0.958, -0.811)
H (1.104, 1.937, -0.071)
H (-0.349, 2.002, 0.909)
H (2.583, 0.442, -1.508)
H (2.439, -0.368, -3.070)
H (2.421, -1.329, -1.599)

Gap between HOMO and LUMO: 9.0 eV
LUMO energy: 0.82 eV
HOMO energy: -8.2 eV
Energy: -10496.14775 eV

Löwdin atomic charge list, values in e, 8 entries: -0.516, -0.060, -0.151, -0.064, -0.057, -0.143, -0.386, 0.067